# 1
# C4H8O2

The ion C4H8O2 with charge -1 in a non-equilibrium geometry (ωB97M-V/def2-TZVPD, the Open Molecules 2025 dataset).

Relative energy (zero: lowest compared OMol25 entry of this formula, charge and spin), kJ/mol: 0.0
HOMO energy (spin up / spin down), eV: 0.34 / -3.00
F_max, Eh/bohr: 0.03760
Gap between HOMO and LUMO (spin up / spin down), eV: 3.634 / 6.932

The geometry in ORCA input format:
```
! RIJCOSX wB97M-V def2-TZVPD def2/J DEFGRID3
* xyz -1 2
O 0.3771 -0.6752 2.3286
C -0.7611 -0.7184 1.7034
C -0.7508 -0.7602 0.1860
C -0.2483 0.5171 -0.4703
C 1.2696 0.6696 -0.3409
O -0.6228 0.4489 -1.9047
H -1.7247 -0.8076 2.2204
H -1.7444 -0.9466 -0.2227
H -0.1354 -1.6328 -0.0945
H -0.7718 1.4027 -0.1346
H 1.7466 0.9274 -1.2908
H 1.7210 -0.2180 0.0816
H 1.4614 1.4916 0.3537
H 0.1836 0.3014 -2.4154
*
```

These are the natural (NBO) partial charges, in e, on atoms 1 to 8: -0.814, -0.007, -0.509, 0.091, -0.645, -0.769, 0.071, 0.189

---

# 2
# C4H8O2

A structure of composition C4H8O2 (ωB97M-V/def2-TZVPD, the Open Molecules 2025 dataset).

Relative energy (zero: lowest compared OMol25 entry of this formula, charge and spin), kJ/mol: 576.6
HOMO energy, eV: -8.27
F_max, Eh/bohr: 0.00848
Gap between HOMO and LUMO, eV: 8.527

The geometry in ORCA input format:
```
! RIJCOSX wB97M-V def2-TZVPD def2/J DEFGRID3
* xyz 0 1
C -0.4733 -0.3251 -2.1131
O 0.0232 -0.6473 -0.8160
C -0.5375 0.0082 0.1988
C -0.0105 -0.0951 1.5382
C 1.3977 -0.2507 1.7980
O 1.8902 -0.4740 2.8916
H -0.0800 -1.0821 -2.7908
H -0.1167 0.6689 -2.4057
H -1.5699 -0.3423 -2.1322
H -1.6130 0.1938 0.1328
H -0.2232 1.4860 -0.2684
H -0.7218 -0.1963 2.3501
H -0.0217 1.1670 0.7086
H 2.0564 -0.1110 0.9080
*
```

These are the natural (NBO) partial charges, in e, on atoms 1 to 8: -0.267, -0.483, 0.188, -0.643, 0.378, -0.581, 0.213, 0.196

---

# 3
# C4H8O2

A cluster of 3 separate species, C4H8O2 in total (ωB97M-V/def2-TZVPD, the Open Molecules 2025 dataset).

Relative energy (zero: lowest compared OMol25 entry of this formula, charge and spin), kJ/mol: 317.6
HOMO energy, eV: -9.90
F_max, Eh/bohr: 0.01074
SMILES: C=C.C=O.C=O
Gap between HOMO and LUMO, eV: 10.529

The geometry in ORCA input format:
```
! RIJCOSX wB97M-V def2-TZVPD def2/J DEFGRID3
* xyz 0 1
C 1.3441 0.4960 -1.3182
C 1.0655 -0.7651 -1.6284
H 2.3000 0.7871 -0.8899
H 0.6258 1.2974 -1.4667
H 0.1033 -1.0512 -2.0465
H 1.7866 -1.5652 -1.4743
C -0.5957 -1.4071 1.2720
O -1.5487 -1.0568 0.6185
H 0.2876 -0.7584 1.4112
H -0.5754 -2.3925 1.7721
C -1.2045 1.6011 0.9340
O -0.0380 1.8660 1.0963
H -1.8752 1.3743 1.7848
H -1.6756 1.5746 -0.0647
*
```

These are the natural (NBO) partial charges, in e, on atoms 1 to 8: -0.367, -0.414, 0.195, 0.196, 0.197, 0.190, 0.284, -0.516

---

# 4
# C4H8O2

An isolated molecule of C4H8O2 (ωB97M-V/def2-TZVPD, the Open Molecules 2025 dataset).

Relative energy (zero: lowest compared OMol25 entry of this formula, charge and spin), kJ/mol: 199.6
HOMO energy, eV: -8.31
F_max, Eh/bohr: 0.00554
SMILES: C=C(OC)OC
Gap between HOMO and LUMO, eV: 9.275

The geometry in ORCA input format:
```
! RIJCOSX wB97M-V def2-TZVPD def2/J DEFGRID3
* xyz 0 1
C -0.7609 0.9860 1.3585
C 0.0498 0.2897 0.5547
O -0.2973 -0.5831 -0.4173
C -1.6693 -0.7094 -0.7398
O 1.3889 0.4131 0.6650
C 2.2031 -0.0850 -0.3856
H -0.3192 1.6958 2.0457
H -1.8328 0.8475 1.3702
H -2.1828 0.2527 -0.6524
H -1.7134 -1.0505 -1.7759
H -2.1555 -1.4459 -0.0903
H 3.2081 0.2813 -0.1691
H 2.2063 -1.1794 -0.4029
H 1.8749 0.2869 -1.3608
*
```

These are the natural (NBO) partial charges, in e, on atoms 1 to 8: -0.648, 0.615, -0.519, -0.251, -0.508, -0.251, 0.225, 0.208